Entry 1:
{"formula": "C4H13NO2", "method": "ωB97M-V/def2-TZVPD", "species": ["C", "C", "C", "N", "C", "H", "H", "H", "H", "H", "H", "H", "H", "H", "O", "H", "H", "O", "H", "H"], "coordinates": [[-1.08, 0.07, 0.25], [0.40, 0.22, 0.59], [0.82, -1.24, 0.77], [0.14, -1.91, -0.32], [-1.13, -1.23, -0.59], [-1.47, 0.93, -0.27], [-1.69, -0.10, 1.13], [0.55, 0.88, 1.44], [0.91, 0.59, -0.30], [1.90, -1.39, 0.67], [0.47, -1.64, 1.73], [0.60, -2.32, -1.11], [-1.97, -1.85, -0.28], [-1.26, -1.05, -1.65], [2.30, 0.15, -2.06], [2.49, 0.05, -2.99], [2.08, -0.74, -1.74], [-1.40, 3.14, 1.55], [-0.62, 3.63, 1.83], [-2.04, 3.82, 1.35]], "mulliken_charge": [-0.539, -0.291, -0.734, -0.340, -0.630, 0.324, 0.307, 0.322, 0.155, 0.362, 0.275, 0.308, 0.240, 0.278, -0.628, 0.307, 0.274, -0.592, 0.305, 0.294], "multiplicity": 1, "e_homo_ha": -0.299, "smiles": "C1CCNC1.O.O", "e_above_lowest_kcal_mol": 18.1, "total_energy_ev": -9943.4136}

---

Entry 2:
{"formula": "C21H62N2O23S5", "method": "ωB97M-V/def2-TZVPD", "species": ["C", "C", "O", "S", "C", "O", "O", "H", "H", "H", "H", "H", "H", "H", "H", "C", "C", "O", "S", "C", "O", "O", "H", "H", "H", "H", "H", "H", "H", "H", "C", "C", "O", "S", "C", "O", "O", "H", "H", "H", "H", "H", "H", "H", "H", "C", "C", "O", "S", "C", "O", "O", "H", "H", "H", "H", "H", "H", "H", "H", "C", "C", "O", "S", "C", "O", "O", "H", "H", "H", "H", "H", "H", "H", "H", "C", "N", "O", "O", "H", "H", "H", "C", "N", "O", "O", "H", "H", "H", "C", "O", "H", "H", "H", "H", "C", "O", "H", "H", "H", "H", "C", "O", "H", "H", "H", "H", "C", "O", "H", "H", "H", "H"], "coordinates": [[-10.51, 3.97, -5.71], [-10.64, 3.09, -4.43], [-11.94, 2.56, -4.28], [-12.31, 1.65, -2.95], [-12.29, 3.00, -1.64], [-13.67, 1.24, -3.14], [-11.21, 0.71, -2.66], [-11.22, 4.79, -5.64], [-10.65, 3.33, -6.59], [-9.58, 4.53, -5.83], [-9.90, 2.29, -4.43], [-10.34, 3.66, -3.55], [-12.31, 3.95, -2.16], [-11.46, 2.89, -0.94], [-13.19, 2.90, -1.03], [-8.65, 5.10, -0.79], [-8.92, 5.28, 0.64], [-9.97, 4.44, 1.11], [-11.37, 5.04, 1.70], [-10.78, 5.47, 3.37], [-11.57, 6.31, 1.06], [-12.30, 3.93, 1.58], [-8.47, 4.06, -1.07], [-7.72, 5.59, -1.07], [-9.48, 5.59, -1.30], [-8.00, 5.10, 1.21], [-9.12, 6.34, 0.81], [-10.05, 6.28, 3.40], [-10.31, 4.69, 3.97], [-11.67, 5.90, 3.82], [-5.34, 7.60, 8.73], [-6.43, 8.28, 7.93], [-7.71, 7.63, 8.15], [-9.13, 8.44, 7.84], [-9.05, 8.26, 5.98], [-10.30, 7.66, 8.27], [-8.92, 9.80, 8.19], [-5.26, 6.52, 8.56], [-5.55, 7.69, 9.80], [-4.36, 8.01, 8.51], [-6.40, 9.36, 8.08], [-6.23, 8.19, 6.86], [-8.04, 8.30, 5.58], [-9.60, 9.06, 5.49], [-9.35, 7.22, 5.89], [-14.92, 5.80, -0.41], [-15.09, 6.42, 1.00], [-15.78, 7.64, 0.85], [-15.73, 8.80, 2.06], [-14.06, 9.49, 1.70], [-16.68, 9.88, 1.83], [-15.67, 8.10, 3.34], [-15.86, 5.62, -0.94], [-14.38, 4.87, -0.23], [-14.27, 6.41, -1.03], [-15.73, 5.88, 1.71], [-14.08, 6.50, 1.39], [-13.67, 9.82, 2.67], [-14.06, 10.36, 1.04], [-13.51, 8.81, 1.05], [-7.48, 1.51, -1.72], [-7.76, 0.32, -2.69], [-7.24, -0.83, -2.09], [-6.59, -1.97, -3.09], [-4.82, -1.43, -3.00], [-6.81, -3.26, -2.45], [-7.09, -1.76, -4.44], [-7.79, 2.44, -2.20], [-6.42, 1.60, -1.47], [-8.08, 1.56, -0.82], [-8.79, 0.10, -2.96], [-7.20, 0.41, -3.63], [-4.73, -0.35, -3.06], [-4.27, -2.04, -3.72], [-4.51, -1.67, -1.98], [-10.46, 10.95, 1.36], [-10.01, 10.15, 2.52], [-9.64, 8.97, 2.32], [-10.11, 10.68, 3.61], [-11.36, 10.51, 0.94], [-9.75, 10.93, 0.53], [-10.55, 12.00, 1.65], [-12.28, 8.32, -3.51], [-11.09, 7.44, -3.87], [-10.51, 7.56, -5.01], [-10.79, 6.61, -3.03], [-12.83, 7.88, -2.69], [-12.83, 8.63, -4.40], [-11.86, 9.21, -3.04], [-5.51, 5.92, 3.47], [-5.80, 6.52, 4.73], [-5.40, 4.85, 3.64], [-6.27, 6.13, 2.71], [-4.55, 6.33, 3.18], [-6.39, 5.99, 5.26], [-9.47, 8.72, -0.87], [-10.83, 8.57, -0.59], [-9.05, 7.88, -1.43], [-9.26, 9.59, -1.49], [-8.94, 8.80, 0.08], [-10.96, 7.87, 0.05], [-8.00, 3.79, 6.17], [-7.58, 5.10, 6.53], [-8.98, 3.52, 6.58], [-8.02, 3.60, 5.10], [-7.23, 3.12, 6.52], [-7.75, 5.12, 7.47], [-12.12, 0.45, 1.10], [-12.98, -0.34, 0.29], [-11.17, 0.54, 0.58], [-12.69, 1.37, 1.16], [-11.96, -0.02, 2.07], [-12.59, -1.20, 0.15]], "mulliken_charge": [-1.424, 0.716, -0.360, 1.205, -0.945, -0.627, -0.570, 0.288, 0.371, 0.381, 0.084, -0.145, 0.452, 0.117, 0.392, -0.136, 0.650, -0.339, 0.954, -1.228, -0.309, -0.530, -0.513, 0.520, -0.116, 0.229, -0.290, 0.199, 0.460, 0.530, -1.321, -0.053, -0.238, 1.163, -0.717, -0.603, -0.612, 0.275, 0.354, 0.379, 0.424, 0.170, 0.289, 0.376, 0.146, -0.394, 0.106, -0.400, 1.197, -0.876, -0.605, -0.621, 0.460, 0.063, -0.233, 0.433, -0.101, 0.393, 0.458, 0.101, -0.856, -0.381, -0.333, 1.102, -0.830, -0.595, -0.592, 0.179, 0.282, 0.241, 0.254, 0.493, 0.286, 0.351, 0.320, -0.798, 0.807, -0.351, -0.525, 0.207, 0.254, 0.390, -0.470, 0.706, -0.520, -0.361, -0.043, 0.363, 0.241, -0.428, -0.426, 0.285, 0.022, 0.275, 0.326, -0.857, -0.186, 0.270, 0.370, 0.268, 0.250, -0.823, -0.362, 0.356, 0.192, 0.352, 0.240, -0.210, -0.526, 0.074, 0.000, 0.398, 0.284], "multiplicity": 1, "e_homo_ha": -0.372, "smiles": "CCOS(C)(=O)=O.CCOS(C)(=O)=O.CCOS(C)(=O)=O.CCOS(C)(=O)=O.CCOS(C)(=O)=O.C[N+](=O)[O-].C[N+](=O)[O-].CO.CO.CO.CO", "e_above_lowest_kcal_mol": 0.0, "total_energy_ev": -127019.0564}

---

Entry 3:
{"formula": "C21H18N4S2Ti", "method": "ωB97M-V/def2-TZVPD", "species": ["Ti", "C", "S", "C", "S", "N", "N", "C", "C", "C", "C", "C", "C", "N", "H", "H", "H", "H", "H", "H", "H", "H", "N", "C", "C", "C", "C", "C", "C", "C", "C", "C", "C", "C", "C", "C", "H", "H", "H", "H", "H", "H", "H", "H", "H", "H"], "coordinates": [[4.36, -9.94, -10.55], [2.00, -13.64, -6.53], [3.16, -12.30, -6.52], [3.11, -11.55, -8.09], [4.26, -10.14, -8.28], [2.48, -12.00, -9.11], [2.80, -11.29, -10.25], [1.93, -11.41, -11.20], [2.14, -10.57, -12.38], [1.34, -10.68, -13.47], [1.61, -9.87, -14.58], [2.69, -8.97, -14.45], [3.38, -8.86, -13.28], [3.05, -9.60, -12.21], [2.07, -14.13, -5.56], [2.11, -14.33, -7.36], [0.95, -13.28, -6.52], [1.03, -12.01, -11.10], [0.57, -11.48, -13.43], [1.07, -9.90, -15.51], [3.02, -8.38, -15.24], [4.12, -8.10, -13.22], [5.82, -10.78, -11.11], [6.98, -10.24, -11.07], [6.95, -8.89, -10.38], [5.97, -8.00, -10.82], [5.85, -6.78, -10.12], [6.44, -6.57, -8.90], [7.38, -7.50, -8.44], [7.72, -8.60, -9.23], [8.23, -10.93, -11.44], [9.42, -10.14, -11.61], [10.62, -10.78, -11.90], [10.71, -12.14, -11.89], [9.57, -12.90, -11.67], [8.33, -12.32, -11.46], [5.52, -8.12, -11.80], [5.18, -6.03, -10.56], [6.18, -5.72, -8.27], [7.94, -7.31, -7.53], [8.41, -9.33, -8.87], [9.39, -9.10, -11.54], [11.45, -10.20, -12.26], [11.64, -12.67, -12.19], [9.65, -13.98, -11.84], [7.47, -13.00, -11.44]], "mulliken_charge": [0.448, -0.837, 0.078, 0.511, -0.189, -0.857, 0.385, -0.567, 0.982, -0.664, -0.358, -0.863, 0.110, -0.163, 0.359, 0.292, 0.319, 0.415, 0.388, 0.482, 0.477, 0.593, -0.614, 0.857, 0.341, -0.467, -0.656, -0.617, -0.708, -0.305, 0.494, -0.469, -0.749, -0.325, -0.514, -0.391, 0.871, 0.420, 0.435, 0.479, 0.523, 0.561, 0.407, 0.358, 0.357, 0.369], "total_charge": 2, "multiplicity": 1, "e_homo_ha": -0.530, "total_energy_ev": -72800.0739}

---

Entry 4:
{"formula": "C22H18CeN2O8S4", "method": "ωB97M-V/def2-TZVPD", "species": ["Ce", "O", "S", "O", "O", "C", "C", "C", "C", "C", "C", "S", "O", "O", "O", "H", "H", "H", "H", "S", "C", "C", "C", "C", "C", "C", "H", "H", "H", "H", "H", "O", "C", "O", "C", "C", "C", "C", "S", "C", "C", "H", "H", "H", "H", "H", "N", "C", "C", "C", "N", "H", "H", "H", "H"], "coordinates": [[11.16, 11.80, 6.17], [12.94, 15.16, 7.56], [11.83, 14.56, 6.98], [11.14, 13.56, 7.83], [12.21, 13.82, 5.69], [10.55, 15.73, 6.50], [10.82, 17.10, 6.57], [9.82, 18.04, 6.32], [8.50, 17.63, 6.05], [8.23, 16.25, 5.93], [9.24, 15.26, 6.08], [8.90, 13.62, 5.50], [7.65, 13.48, 4.86], [10.02, 13.36, 4.59], [9.09, 12.66, 6.70], [11.81, 17.46, 6.90], [10.05, 19.10, 6.40], [7.70, 18.34, 5.96], [7.20, 15.98, 5.68], [11.28, 10.34, 3.54], [9.77, 9.58, 3.72], [9.69, 8.15, 3.87], [8.46, 7.51, 4.07], [7.32, 8.29, 4.22], [7.34, 9.68, 3.99], [8.56, 10.30, 3.74], [10.65, 7.56, 3.98], [8.39, 6.42, 4.06], [6.37, 7.85, 4.56], [6.39, 10.17, 4.04], [8.58, 11.40, 3.66], [19.65, 12.65, 4.93], [18.42, 12.68, 4.32], [18.35, 12.96, 3.14], [17.20, 12.36, 5.15], [16.17, 11.68, 4.49], [15.03, 11.27, 5.18], [14.93, 11.49, 6.57], [13.67, 10.89, 7.54], [15.94, 12.25, 7.19], [17.10, 12.63, 6.52], [19.67, 12.18, 5.77], [16.20, 11.51, 3.39], [14.24, 10.74, 4.64], [15.77, 12.58, 8.21], [17.85, 13.18, 7.07], [11.17, 8.29, 7.34], [10.32, 7.39, 7.94], [9.16, 8.08, 8.32], [9.39, 9.43, 7.89], [10.59, 9.54, 7.24], [12.09, 8.12, 6.97], [10.62, 6.40, 8.20], [8.22, 7.73, 8.74], [8.81, 10.33, 8.10]], "mulliken_charge": [1.127, -0.626, 1.538, -0.575, -0.436, -0.188, -0.507, -0.465, -0.625, -0.394, -0.155, 1.545, -0.594, -0.502, -0.344, 0.440, 0.394, 0.422, 0.424, -0.292, 0.141, -0.321, -0.606, -0.293, -0.730, -0.092, 0.321, 0.366, 0.353, 0.434, 0.487, -0.486, 0.456, -0.543, 0.506, -0.778, -0.218, 0.536, -0.463, -0.559, -0.741, 0.334, 0.358, 0.365, 0.406, 0.411, -0.160, -0.385, -0.707, -0.346, 0.232, 0.137, 0.469, 0.413, 0.514], "multiplicity": 1, "e_homo_ha": [-0.290, -0.290], "total_energy_ev": -98736.8520}

---

Entry 5:
{"formula": "C17H18BrN3O5Ru", "method": "ωB97M-V/def2-TZVPD", "species": ["Ru", "O", "C", "O", "C", "C", "C", "C", "C", "N", "C", "O", "O", "H", "H", "H", "H", "H", "O", "C", "C", "C", "N", "C", "Br", "C", "H", "H", "H", "H", "C", "C", "C", "C", "C", "N", "H", "H", "H", "H", "H", "H", "H", "H", "H"], "coordinates": [[-0.48, -0.25, 0.08], [-2.12, 2.73, -2.79], [-1.77, 1.97, -1.81], [-1.17, 0.90, -1.92], [-2.17, 2.48, -0.45], [-2.83, 3.69, -0.25], [-3.13, 4.05, 1.05], [-2.79, 3.22, 2.11], [-2.13, 2.02, 1.82], [-1.83, 1.69, 0.56], [-1.64, 0.99, 2.80], [-1.85, 1.09, 4.07], [-1.01, 0.04, 2.35], [-1.86, 2.42, -3.68], [-3.09, 4.31, -1.10], [-3.62, 5.00, 1.25], [-3.02, 3.51, 3.12], [-2.39, 1.82, 4.42], [-3.08, -5.83, -1.50], [-2.66, -4.63, -1.28], [-3.20, -3.46, -1.87], [-2.64, -2.23, -1.56], [-1.62, -2.09, -0.71], [-1.12, -3.20, -0.14], [0.35, -2.83, 1.03], [-1.57, -4.47, -0.39], [-3.83, -5.93, -2.12], [-4.03, -3.53, -2.55], [-3.02, -1.33, -2.02], [-1.11, -5.34, 0.07], [4.74, 1.57, -0.39], [4.21, 0.18, 0.05], [4.84, -0.94, -0.78], [4.55, 0.05, 1.56], [2.79, 0.14, -0.11], [1.65, 0.13, -0.24], [5.82, 1.59, -0.27], [4.32, 2.37, 0.21], [4.52, 1.74, -1.44], [5.93, -0.85, -0.74], [4.52, -0.90, -1.82], [4.58, -1.93, -0.40], [5.63, 0.12, 1.70], [4.23, -0.92, 1.94], [4.08, 0.84, 2.14]], "lowdin_spin": [0.942, 0.000, 0.001, -0.009, 0.007, -0.001, 0.006, 0.001, 0.003, 0.018, 0.001, 0.004, -0.037, 0.000, 0.000, 0.000, 0.000, 0.000, 0.003, 0.003, 0.002, 0.007, 0.036, 0.001, -0.058, 0.002, 0.000, 0.000, 0.001, 0.000, 0.000, 0.002, 0.002, -0.001, 0.016, 0.048, 0.000, 0.000, 0.000, 0.000, 0.000, 0.000, 0.000, 0.000, 0.000], "total_charge": 3, "s2": 0.977, "multiplicity": 2, "e_homo_ha": [-0.686, -0.686], "e_above_lowest_kcal_mol": 82.4, "total_energy_ev": -105224.3265}

---

Entry 6:
{"formula": "C4H7NO2", "method": "ωB97M-V/def2-TZVPD", "species": ["C", "C", "C", "C", "N", "O", "O", "H", "H", "H", "H", "H", "H", "H"], "coordinates": [[-2.33, -0.47, 1.43], [1.05, 0.78, -1.36], [1.96, 0.68, -0.17], [0.68, -1.28, -0.41], [-2.62, -1.56, 0.86], [0.33, -0.53, -1.38], [1.45, -0.62, 0.42], [-2.52, 0.57, 1.31], [0.24, 1.55, -1.14], [1.60, 1.04, -2.23], [3.08, 0.43, -0.30], [1.88, 1.53, 0.51], [-1.84, -0.55, 2.51], [-2.96, -1.56, -0.04]], "mulliken_charge": [-0.228, -0.296, -0.279, -0.106, -0.473, -0.135, -0.178, 0.294, 0.239, 0.288, 0.215, 0.247, 0.176, 0.234], "multiplicity": 1, "e_homo_ha": -0.337, "e_above_lowest_kcal_mol": 109.6, "total_energy_ev": -9842.5257}